The following is a DFT calculation (wB97M-V/def2-TZVPD) of a 2-piece molecular cluster, C4H9NO overall at a distorted geometry.

Computed properties:
Orbital gap in Ha: 0.37252
E_tot in eV: -7829.4850
SMILES: C=CC.NC=O
Total charge: 0

```
15
C4H9NO | OMol25 | wB97M-V/def2-TZVPD
C -1.732 0.723 -0.609
C -1.401 -0.176 0.418
C -1.470 -1.669 0.167
H -1.984 1.788 -0.696
H -1.784 0.209 -1.620
H -1.078 0.151 1.422
H -0.761 -1.798 -0.665
H -2.442 -1.927 -0.317
H -1.121 -2.329 1.002
N 2.126 1.339 0.663
C 2.316 0.347 -0.397
O 2.688 -0.731 -0.078
H 1.789 1.021 1.585
H 2.542 2.326 0.624
H 2.310 0.726 -1.500
```

Atom charges from the Mulliken analysis, given in e for atoms 1 to 6:
1. C -0.7023
2. C 0.0224
3. C -0.9915
4. H 0.2894
5. H 0.1845
6. H 0.3258

The following is a DFT calculation (wB97M-V/def2-TZVPD) of one molecule with the formula C2H6N2O at a distorted geometry.

Computed properties:
Orbital gap in Ha: 0.38088
E_tot in eV: -7194.9145
SMILES: C/N=N/OC
Total charge: 0

```
11
C2H6N2O | OMol25 | wB97M-V/def2-TZVPD
C 2.073 -0.223 -0.006
N 1.031 0.721 0.336
N -0.099 0.224 0.412
O -1.097 1.097 0.646
C -2.056 -0.003 -0.186
H 2.607 0.162 -0.876
H 1.689 -1.225 -0.216
H 2.781 -0.265 0.825
H -2.227 -0.832 0.492
H -2.920 0.653 -0.232
H -1.782 -0.309 -1.194
```

Atom charges from the Mulliken analysis, given in e for atoms 1 to 6:
1. C -0.6006
2. N -0.3674
3. N 0.0975
4. O -0.2654
5. C -0.3951
6. H 0.2363

The following is a DFT calculation (wB97M-V/def2-TZVPD) of C29H50BN5O5 as an isolated structure at a distorted geometry.

Computed properties:
Orbital gap (alpha / beta) in Ha: 0.18537 / 0.19172
<S²>: 2.01
E_tot in eV: -49225.3476
2S+1: 3
Total charge: +2

```
90
C29H50BN5O5 | OMol25 | wB97M-V/def2-TZVPD
N -2.212 3.270 -1.753
C -2.949 2.089 -2.076
N -3.068 1.159 -0.878
C -3.657 1.649 0.222
C -3.827 0.904 1.347
C -3.361 -0.412 1.329
C -3.436 -1.330 2.513
C -3.102 -0.771 3.758
C -3.098 -1.597 4.841
N -3.407 -2.888 4.695
O -3.306 -3.694 5.809
B -1.872 -3.985 5.760
O -1.414 -4.752 4.719
O -0.991 -3.452 6.665
C -3.760 -3.431 3.543
C -3.787 -2.662 2.404
C -2.777 -0.932 0.182
C -2.652 -0.097 -0.897
H -1.342 3.087 -1.269
H -2.764 3.980 -1.293
H -3.963 2.408 -2.342
H -2.530 1.572 -2.943
H -4.003 2.677 0.213
H -4.305 1.290 2.241
H -2.837 0.278 3.809
H -2.814 -1.198 5.811
H -1.234 -4.157 3.970
H -0.597 -2.677 6.237
H -4.012 -4.483 3.461
H -4.038 -3.107 1.448
H -2.432 -1.960 0.155
H -2.185 -0.501 -1.793
C 2.690 -4.611 0.684
C 1.252 -4.090 0.927
C 0.519 -3.954 -0.411
C 0.975 -2.758 -1.241
C 0.914 -1.471 -0.412
C 1.667 -1.574 0.918
N 1.286 -2.799 1.682
O 0.105 -2.597 2.212
C 3.185 -1.551 0.653
C 1.417 -0.302 1.731
C 0.565 -5.169 1.747
H 2.725 -5.699 0.716
H 3.087 -4.328 -0.289
H 3.377 -4.259 1.453
H -0.559 -3.852 -0.231
H 0.645 -4.872 -0.988
H 1.984 -2.913 -1.629
H 0.329 -2.654 -2.116
H 1.314 -0.644 -0.999
H -0.140 -1.228 -0.222
H 3.744 -1.715 1.575
H 3.484 -0.580 0.258
H 3.514 -2.282 -0.080
H 0.354 -0.116 1.895
H 1.811 0.565 1.202
H 1.909 -0.354 2.705
H 1.051 -5.290 2.718
H 0.583 -6.135 1.244
H -0.485 -4.918 1.908
C 0.244 4.208 -4.152
C 0.397 3.379 -2.853
C 0.355 4.311 -1.637
C 1.628 5.133 -1.454
C 2.860 4.231 -1.450
C 2.936 3.309 -2.671
N 1.655 2.572 -2.904
O 1.563 1.618 -2.025
C 3.314 4.135 -3.917
C 4.111 2.345 -2.494
C -0.843 2.480 -2.822
H -0.803 4.306 -4.440
H 0.623 5.224 -4.055
H 0.749 3.730 -4.992
H 0.191 3.721 -0.726
H -0.501 4.986 -1.723
H 1.715 5.890 -2.236
H 1.577 5.679 -0.510
H 3.760 4.847 -1.400
H 2.850 3.630 -0.534
H 3.286 3.519 -4.816
H 4.328 4.522 -3.819
H 2.681 5.004 -4.079
H 4.040 1.769 -1.571
H 5.048 2.899 -2.447
H 4.176 1.645 -3.329
H -0.857 1.798 -3.674
H -1.745 3.095 -2.868
H -0.907 1.888 -1.904
```

Atom charges from the Mulliken analysis, given in e for atoms 1 to 6:
1. N -0.1387
2. C -1.2172
3. N 0.2750
4. C -0.1989
5. C -0.7316
6. C 0.7714

The following is a DFT calculation (wB97M-V/def2-TZVPD) of C27H46BrNOP2STi as an isolated structure at a distorted geometry.

Computed properties:
Orbital gap (alpha / beta) in Ha: 0.17890 / 0.17874
E_tot in eV: -154809.9920
Total charge: +4

```
80
C27H46BrNOP2STi | OMol25 | wB97M-V/def2-TZVPD
N 3.209 -0.915 -6.356
C 3.989 -0.629 -5.312
C 3.912 -1.338 -4.108
C 2.921 -2.337 -3.961
C 2.156 -2.664 -5.108
C 2.346 -1.929 -6.283
C 2.600 -2.880 -2.657
Ti -0.189 -0.763 0.933
P -1.319 1.047 2.787
C 1.417 -3.502 -2.393
C 0.753 -3.271 -1.110
C -0.657 -3.276 -1.005
C -1.283 -2.891 0.188
C -0.479 -2.737 1.346
C 0.942 -2.667 1.272
C 1.523 -2.849 0.005
Br -1.376 -2.380 3.140
H 3.385 -2.776 -1.904
H 0.883 -4.094 -3.138
H 4.602 -1.112 -3.299
H 1.430 -3.472 -5.100
H 4.688 0.199 -5.437
H 1.759 -2.161 -7.180
H -1.273 -3.539 -1.871
H 2.610 -2.777 -0.064
H -2.364 -2.902 0.295
H 1.552 -2.628 2.183
P -1.137 0.583 -1.025
C 0.011 0.495 3.939
C -0.339 0.320 5.407
H 0.842 1.211 3.815
H 0.395 -0.477 3.575
H 0.540 -0.121 5.889
H -0.553 1.266 5.910
H -1.164 -0.382 5.554
C -3.021 0.469 3.168
C -3.698 0.883 4.463
H -2.978 -0.630 3.127
H -3.638 0.774 2.308
H -4.626 0.304 4.545
H -3.105 0.657 5.356
H -3.978 1.942 4.462
C -1.398 2.866 3.055
C -1.387 3.408 4.489
H -2.295 3.235 2.533
H -0.527 3.276 2.523
H -1.475 4.502 4.439
H -2.228 3.045 5.097
H -0.444 3.187 5.007
C -0.914 2.368 -1.426
C -1.266 3.378 -0.338
H -1.564 2.549 -2.297
H 0.122 2.525 -1.766
H -1.397 4.361 -0.809
H -2.204 3.137 0.180
H -0.473 3.476 0.413
C -2.987 0.529 -0.982
C -3.612 -0.816 -1.340
H -3.329 1.301 -1.689
H -3.304 0.853 0.025
H -4.668 -0.656 -1.597
H -3.127 -1.272 -2.211
H -3.570 -1.529 -0.509
C -0.698 -0.234 -2.620
C 0.381 0.410 -3.485
H -1.634 -0.311 -3.194
H -0.400 -1.265 -2.379
H 0.514 -0.202 -4.384
H 0.089 1.420 -3.794
H 1.361 0.459 -2.987
C 4.024 -0.034 0.506
S 2.773 0.955 1.341
C 2.531 2.223 0.091
O 1.476 0.047 1.149
H 4.967 0.529 0.499
H 3.717 -0.263 -0.525
H 4.164 -0.960 1.081
H 2.219 1.768 -0.859
H 1.776 2.946 0.431
H 3.497 2.740 -0.027
```

Atom charges from the Mulliken analysis, given in e for atoms 1 to 6:
1. N -0.4017
2. C -0.5264
3. C -0.3991
4. C 0.6278
5. C -0.4571
6. C -0.5041